[1]
Here is an isolated ion of composition C31H31F5N5O and charge +1 at a distorted geometry from the OMol25 dataset. Energies are from ωB97M-V/def2-TZVPD.

Geometry as XYZ:
```
73
C31H31F5N5O ωB97M-V/def2-TZVPD
C 0.760 -1.072 -3.222
N 0.286 -1.597 -1.942
C -0.982 -1.010 -1.485
C 0.882 -2.661 -1.407
N 0.541 -3.214 -0.176
C 0.185 -4.643 -0.272
C -1.070 -5.089 0.436
C -2.158 -5.442 -0.385
C -3.360 -5.850 0.195
C -3.452 -5.912 1.605
C -2.340 -5.628 2.411
C -1.141 -5.227 1.818
C 0.706 -2.600 1.294
C -0.266 -1.514 1.521
C -1.463 -1.744 2.240
O -1.782 -2.857 2.747
C -2.393 -0.622 2.492
N -3.745 -0.771 2.538
C -4.529 -1.993 2.435
C -4.316 0.467 2.769
C -3.305 1.358 2.912
N -2.109 0.659 2.798
C -0.807 1.200 3.067
C -0.344 2.235 2.278
F -1.122 2.683 1.266
C 0.935 2.739 2.478
F 1.464 3.611 1.596
C 1.704 2.256 3.540
F 2.923 2.790 3.767
C 1.250 1.191 4.328
F 2.104 0.597 5.178
C -0.049 0.727 4.135
F -0.579 -0.167 5.002
C 2.160 -2.066 1.610
C 2.987 -2.748 2.494
C 4.120 -2.104 3.045
C 4.485 -0.818 2.638
C 3.641 -0.153 1.742
C 2.503 -0.781 1.196
N 1.842 -3.254 -2.250
C 3.120 -2.513 -2.345
C 2.072 -4.711 -2.411
H 1.042 -1.892 -3.897
H -0.054 -0.493 -3.665
H 1.625 -0.398 -3.101
H -1.590 -1.724 -0.921
H -0.795 -0.121 -0.862
H -1.511 -0.671 -2.389
H 0.014 -4.987 -1.304
H 1.063 -5.184 0.056
H -2.041 -5.340 -1.478
H -4.221 -6.093 -0.452
H -4.388 -6.219 2.098
H -2.393 -5.683 3.510
H -0.270 -4.986 2.455
H 0.495 -3.452 1.998
H -0.065 -0.483 1.212
H -3.870 -2.827 2.690
H -5.385 -1.965 3.127
H -4.938 -2.140 1.422
H -5.386 0.604 2.854
H -3.306 2.412 3.152
H 2.795 -3.794 2.747
H 4.731 -2.607 3.807
H 5.366 -0.311 3.061
H 3.869 0.871 1.463
H 1.937 -0.264 0.414
H 3.130 -1.616 -1.691
H 3.911 -3.218 -2.026
H 3.323 -2.233 -3.398
H 1.226 -5.234 -2.910
H 2.952 -4.851 -3.063
H 2.327 -5.201 -1.450
```

max |F|	2.83	eV/Å
total charge	+1
HOMO-LUMO gap	7.18	eV
SMILES	CN(C)C(N(Cc1ccccc1)[C@H](/C=C(\[O-])c1n(C)cc[n+]1-c1c(F)c(F)c(F)c(F)c1F)c1ccccc1)=[N+](C)C
LUMO level	-0.0942	Eh

[2]
Here is an isolated ion of composition C4H8N3 and charge +1 at a distorted geometry from the OMol25 dataset. Energies are from ωB97M-V/def2-TZVPD.

Geometry as XYZ:
```
15
C4H8N3 ωB97M-V/def2-TZVPD
C 0.498 -1.440 0.320
C -0.082 0.596 -0.108
C 2.447 0.178 -0.058
C -2.497 0.355 -0.016
N 0.993 -0.195 0.043
N -0.775 -1.508 0.293
N -1.175 -0.029 0.090
H 1.010 -2.311 0.246
H -0.134 1.714 -0.327
H 2.973 0.386 0.933
H 2.425 1.266 -0.506
H 3.022 -0.433 -0.618
H -2.550 1.480 -0.047
H -2.949 -0.008 -0.978
H -3.205 -0.051 0.732
```

max |F|	11.58	eV/Å
relative energy (zero: lowest compared OMol25 entry of this formula, charge and spin)	3.050	eV
2S+1	3
total charge	+1
HOMO-LUMO gap (spin up / spin down)	7.31 / 6.42	eV
LUMO level (spin up / spin down)	-0.1131 / -0.3322	Eh

[3]
Here is C6H9N as an isolated structure at a distorted geometry from the OMol25 dataset. Energies are from ωB97M-V/def2-TZVPD.

Geometry as XYZ:
```
16
C6H9N ωB97M-V/def2-TZVPD
C 1.360 1.072 1.406
C 0.684 0.221 0.365
C 1.104 -1.042 0.046
C 0.054 -1.705 -0.876
C -0.934 -1.110 -0.022
C -0.551 0.946 -0.285
N -1.670 -0.010 -0.466
H 1.432 2.111 1.065
H 2.351 0.702 1.680
H 0.744 1.078 2.320
H 0.067 -2.783 -0.819
H 0.031 -1.336 -1.904
H -1.165 -1.473 0.970
H -0.255 1.344 -1.254
H -0.882 1.713 0.408
H -2.467 0.201 0.136
```

max |F|	1.12	eV/Å
relative energy (zero: lowest compared OMol25 entry of this formula, charge and spin)	5.229	eV
HOMO-LUMO gap (spin up / spin down)	7.96 / 7.96	eV
LUMO level (spin up / spin down)	0.0220 / 0.0220	Eh